Entry 1:
{"formula": "C41H57AsGeN5S2W", "method": "wB97M-V/def2-TZVPD", "spin_multiplicity": 1, "charge": 1, "symbols": ["W", "C", "C", "N", "C", "C", "N", "C", "C", "C", "N", "C", "C", "N", "C", "H", "H", "H", "H", "H", "H", "H", "H", "H", "H", "H", "H", "H", "H", "H", "H", "H", "H", "H", "H", "H", "H", "H", "H", "C", "As", "C", "C", "C", "C", "C", "C", "C", "C", "H", "H", "H", "H", "H", "H", "H", "H", "H", "H", "H", "H", "H", "C", "Ge", "C", "C", "C", "C", "C", "C", "C", "C", "C", "C", "C", "C", "C", "C", "C", "C", "C", "C", "H", "H", "H", "H", "H", "H", "H", "H", "H", "H", "H", "H", "H", "H", "H", "S", "C", "N", "C", "C", "S", "H", "H", "H", "H", "H"], "positions_angstrom": [[-0.253417, 0.136808, 0.289325], [2.482677, 1.687451, 2.480231], [1.437397, 2.609465, 1.885875], [0.984781, 2.174768, 0.545208], [0.473916, 3.302187, -0.273345], [-0.618399, 2.847717, -1.222104], [-0.251959, 1.576834, -1.854445], [0.749871, 1.735122, -2.927869], [1.991866, 0.880213, -2.742465], [1.639567, -0.554068, -2.393440], [1.546327, -0.768149, -0.941852], [2.832622, -0.801663, -0.249944], [2.590043, -1.293469, 1.155915], [1.510963, -0.546091, 1.821766], [1.947467, 0.331780, 2.928018], [2.906583, 2.181806, 3.355519], [3.308476, 1.553436, 1.767763], [1.839199, 3.622413, 1.829027], [0.569978, 2.640820, 2.544248], [1.784459, 1.778215, 0.061619], [1.306108, 3.778815, -0.794983], [0.033963, 4.055518, 0.378750], [-0.814030, 3.657506, -1.936923], [-1.525986, 2.659169, -0.663764], [-1.089562, 1.120318, -2.196700], [1.047663, 2.783030, -2.977149], [0.290556, 1.486751, -3.887449], [2.625836, 1.316261, -1.961444], [2.580340, 0.900645, -3.661145], [2.375659, -1.238335, -2.822158], [0.664484, -0.812458, -2.810794], [1.113557, -1.678289, -0.810745], [3.281484, 0.193659, -0.236871], [3.544528, -1.461775, -0.753929], [3.517019, -1.228268, 1.726195], [2.302469, -2.345264, 1.112834], [0.840152, -1.215480, 2.215795], [2.717651, -0.167771, 3.520707], [1.081749, 0.480814, 3.575086], [-2.910351, 2.734683, 1.480664], [-2.108037, 0.976955, 1.788277], [-3.721341, -0.081423, 1.690855], [-1.812229, 1.066905, 3.751079], [-2.965253, 1.602549, 4.550494], [-3.971726, 0.750213, 5.002334], [-5.039416, 1.240055, 5.744277], [-5.113350, 2.592490, 6.053266], [-4.114040, 3.451308, 5.611461], [-3.052185, 2.957605, 4.864416], [-3.665874, 2.945107, 2.234740], [-3.387914, 2.713708, 0.500537], [-2.162593, 3.528218, 1.500130], [-4.496106, 0.308291, 2.347916], [-3.488677, -1.116592, 1.937981], [-4.050686, -0.040847, 0.654461], [-0.927143, 1.682216, 3.909893], [-1.578674, 0.046909, 4.052182], [-3.905622, -0.311327, 4.783945], [-5.811590, 0.562552, 6.090376], [-5.938295, 2.973472, 6.644116], [-4.156785, 4.506735, 5.857440], [-2.272131, 3.633163, 4.527042], [-1.404777, -1.042886, -0.497681], [-2.797191, -1.790949, -1.580105], [-3.573508, -0.250351, -2.513421], [-4.699720, 0.473148, -2.114749], [-5.058775, 1.654293, -2.757901], [-4.293847, 2.138456, -3.810740], [-3.173418, 1.427983, -4.231237], [-2.819953, 0.245458, -3.588299], [-3.969893, -2.874807, -0.470514], [-3.363761, -3.916227, 0.237518], [-4.125312, -4.759352, 1.041499], [-5.496260, -4.557728, 1.167295], [-6.107045, -3.523688, 0.472437], [-5.348603, -2.694994, -0.349603], [-2.087881, -2.949052, -2.974967], [-0.867634, -3.611232, -2.821501], [-0.406685, -4.495439, -3.793183], [-1.169034, -4.731076, -4.930450], [-2.383793, -4.074127, -5.099779], [-2.837284, -3.186395, -4.130118], [-5.318850, 0.116544, -1.297093], [-5.940904, 2.196465, -2.437649], [-4.577063, 3.055558, -4.312780], [-2.580791, 1.791683, -5.063762], [-1.958529, -0.317035, -3.943115], [-2.288535, -4.069221, 0.157549], [-3.652985, -5.580497, 1.567095], [-6.085661, -5.203340, 1.806969], [-7.175460, -3.369893, 0.559114], [-5.845192, -1.903013, -0.902318], [-0.272586, -3.436352, -1.927688], [0.542805, -5.000665, -3.663675], [-0.816974, -5.423721, -5.685771], [-2.977824, -4.256178, -5.987594], [-3.782924, -2.672648, -4.278776], [-0.889598, -2.392903, 3.030203], [-0.588050, -3.995083, 2.744884], [-1.236240, -5.016322, 3.300747], [-0.677881, -6.354084, 3.129865], [0.099532, -6.311576, 1.818016], [0.638110, -4.580052, 1.648925], [-1.898597, -4.814090, 4.034607], [-1.475531, -7.093442, 3.089926], [-0.021889, -6.600737, 3.964871], [-0.523805, -6.558526, 0.960786], [0.970589, -6.959147, 1.836272]], "forces_ev_per_a": [[0.378, -1.330, -2.272], [-0.010, -0.232, -0.068], [-0.017, -0.030, -0.191], [0.048, 0.152, 0.079], [-0.129, -0.119, 0.164], [0.025, 0.063, -0.249], [-0.284, 0.084, 1.024], [-0.020, -0.106, 0.021], [-0.044, 0.081, 0.120], [0.109, -0.020, 0.005], [-0.156, 0.007, 0.018], [0.041, 0.066, -0.066], [0.004, 0.056, 0.105], [-0.770, 0.221, 0.070], [-0.007, 0.036, -0.170], [0.042, 0.003, 0.002], [-0.018, 0.031, 0.093], [0.075, 0.088, -0.038], [-0.150, 0.080, 0.016], [0.189, 0.238, -0.006], [0.026, 0.051, -0.082], [0.109, 0.023, 0.173], [0.017, -0.077, -0.137], [-0.115, 0.063, 0.049], [-0.060, 0.079, -0.125], [-0.089, 0.073, -0.076], [-0.078, 0.000, 0.017], [0.036, -0.070, -0.077], [-0.013, 0.077, 0.012], [0.061, -0.089, 0.019], [0.004, -0.064, -0.021], [-0.100, -0.084, -0.015], [-0.019, 0.060, -0.021], [0.048, -0.039, -0.061], [0.035, -0.041, 0.123], [-0.008, -0.035, 0.034], [0.169, -0.149, 0.159], [0.017, -0.115, 0.035], [-0.022, 0.001, 0.014], [-0.072, 0.025, 0.108], [-0.013, 0.075, -0.181], [0.028, -0.064, 0.043], [-0.275, 0.158, 0.000], [0.067, -0.067, 0.024], [-0.027, 0.006, 0.043], [0.033, 0.013, -0.025], [0.029, 0.006, -0.022], [0.001, -0.027, -0.008], [-0.042, 0.014, 0.030], [-0.040, 0.022, 0.022], [0.013, 0.007, -0.025], [0.022, -0.001, -0.006], [-0.023, 0.028, 0.021], [0.001, 0.003, -0.004], [-0.025, 0.017, 0.003], [0.076, 0.009, 0.010], [0.069, -0.048, 0.021], [-0.017, 0.045, 0.002], [0.051, 0.029, -0.015], [0.049, -0.024, -0.053], [0.001, -0.076, -0.028], [-0.018, -0.010, 0.023], [0.950, 0.867, 1.239], [0.118, 0.206, 0.061], [-0.067, 0.104, -0.129], [0.057, -0.031, -0.038], [0.047, -0.016, -0.001], [0.063, -0.069, -0.005], [-0.014, -0.023, 0.101], [-0.229, 0.068, 0.034], [-0.225, -0.053, 0.074], [-0.207, -0.047, 0.088], [0.023, 0.131, -0.081], [0.099, 0.041, -0.009], [0.075, 0.026, -0.067], [0.067, -0.058, 0.016], [0.145, -0.143, -0.127], [-0.056, 0.012, -0.104], [-0.094, 0.081, 0.020], [-0.036, 0.061, 0.026], [0.039, 0.025, 0.069], [0.149, -0.119, -0.011], [0.071, 0.068, -0.045], [0.029, -0.024, -0.008], [0.011, -0.029, 0.018], [-0.038, -0.021, 0.017], [-0.030, 0.022, 0.006], [-0.080, 0.011, 0.014], [0.021, 0.010, 0.031], [0.017, -0.009, -0.044], [0.016, 0.010, 0.002], [0.020, -0.109, 0.044], [-0.035, -0.014, -0.006], [-0.008, -0.007, 0.004], [-0.018, 0.033, 0.028], [0.025, 0.011, 0.030], [0.040, -0.045, 0.013], [-0.041, -0.201, 0.111], [0.005, 0.164, -0.012], [-0.083, -0.247, 0.106], [-0.073, 0.047, -0.080], [-0.023, 0.132, -0.072], [0.082, 0.006, -0.044], [-0.026, 0.008, -0.026], [-0.029, 0.000, -0.003], [0.064, 0.035, 0.079], [-0.026, -0.039, 0.024], [-0.005, -0.048, -0.005]]}


Entry 2:
{"formula": "C41H57N8O2P2SbTl", "method": "wB97M-V/def2-TZVPD", "spin_multiplicity": 1, "charge": -1, "symbols": ["Tl", "O", "C", "N", "C", "O", "C", "C", "C", "C", "C", "N", "C", "C", "C", "C", "C", "N", "H", "H", "H", "H", "H", "H", "H", "H", "C", "P", "C", "N", "C", "C", "C", "C", "C", "C", "N", "C", "P", "C", "C", "C", "C", "C", "C", "C", "C", "C", "H", "H", "H", "H", "H", "H", "H", "H", "H", "H", "H", "H", "H", "H", "H", "H", "H", "H", "H", "H", "H", "H", "H", "H", "H", "H", "H", "H", "N", "C", "N", "C", "N", "C", "C", "C", "Sb", "C", "C", "C", "C", "C", "C", "H", "H", "H", "H", "H", "H", "H", "H", "H", "H", "H", "H", "H", "H", "H", "H", "H", "H", "H", "H", "H"], "positions_angstrom": [[-0.429883, 0.216883, 0.572105], [0.360359, 4.747395, -0.625338], [-0.067117, 3.598168, -0.576991], [-0.293671, 2.836436, 0.509509], [-0.449465, 3.450809, 1.716040], [-0.988600, 4.519928, 1.943755], [0.094273, 2.673546, 2.912594], [-0.058014, 3.215437, 4.183139], [0.465667, 2.533005, 5.264297], [1.127969, 1.332207, 5.047545], [1.225937, 0.865930, 3.749220], [0.726060, 1.520594, 2.702347], [-0.291814, 2.895280, -1.911406], [-0.258984, 3.654232, -3.079167], [-0.472228, 3.020864, -4.288323], [-0.692939, 1.648508, -4.303368], [-0.697182, 0.975975, -3.094139], [-0.508965, 1.583158, -1.923844], [-0.585820, 4.152696, 4.280364], [0.354856, 2.925650, 6.267313], [1.546978, 0.760735, 5.864589], [1.721429, -0.074621, 3.531085], [-0.071896, 4.714742, -2.995899], [-0.467990, 3.586138, -5.212364], [-0.860843, 1.111798, -5.227810], [-0.868303, -0.096086, -3.050863], [1.114164, -4.693948, -1.283530], [1.311310, -3.193932, -0.238354], [3.170173, -3.221338, -0.084511], [3.789880, -4.357582, 0.049513], [5.145908, -4.337599, 0.206625], [5.849182, -5.553357, 0.364110], [7.202690, -5.536548, 0.546788], [7.904930, -4.308207, 0.579728], [7.241055, -3.124243, 0.427883], [5.840778, -3.121447, 0.234652], [5.189534, -1.935027, 0.062798], [3.897285, -1.962296, -0.107809], [2.913443, -0.392690, -0.269988], [2.545965, -0.455261, -2.076261], [4.122684, 1.023939, -0.162131], [3.255263, 2.275760, -0.375569], [5.272400, 1.021228, -1.166790], [4.654772, 1.056376, 1.275979], [0.747664, -3.782837, 1.441754], [1.136652, -5.212299, 1.805432], [-0.779894, -3.645253, 1.426285], [1.327940, -2.808070, 2.471712], [1.706150, -5.534205, -0.921841], [1.424372, -4.450947, -2.300685], [0.058820, -4.967903, -1.312938], [5.283429, -6.475883, 0.341113], [7.744874, -6.465054, 0.670233], [8.977349, -4.311375, 0.726557], [7.754346, -2.171456, 0.449318], [3.438513, -0.637707, -2.675645], [2.100897, 0.497464, -2.365558], [1.808484, -1.234641, -2.268625], [2.933760, 2.384003, -1.413421], [3.836618, 3.165892, -0.119963], [2.364067, 2.273418, 0.258758], [4.903459, 1.120577, -2.189576], [5.879659, 0.120328, -1.093969], [5.915712, 1.885541, -0.970612], [3.830308, 1.097999, 1.992563], [5.263010, 1.955066, 1.416051], [5.272743, 0.186322, 1.497412], [0.644567, -5.937544, 1.154165], [0.812559, -5.417357, 2.830306], [2.212895, -5.376084, 1.743576], [-1.239990, -4.339262, 0.718499], [-1.092378, -2.629842, 1.170081], [-1.178181, -3.872381, 2.419080], [2.420119, -2.859058, 2.504322], [0.948223, -3.054078, 3.467325], [1.036817, -1.780586, 2.250335], [-2.478738, -0.064017, 2.267000], [-2.961102, -0.515302, 3.231973], [-3.470555, -0.935465, 4.335285], [-4.106584, -2.071984, 4.474627], [-4.679271, -3.059221, 4.692458], [-6.710309, -1.023586, -0.000682], [-5.385315, -0.430714, 0.463523], [-5.583095, 0.926787, 1.136318], [-3.791502, -0.304006, -1.007463], [-4.493246, 1.218511, -2.396814], [-5.935270, 1.105352, -2.873033], [-4.192349, 2.614529, -1.847742], [-4.384428, -2.016816, -2.195335], [-4.098225, -3.290862, -1.402753], [-3.647670, -2.022631, -3.530953], [-7.388601, -1.122395, 0.853778], [-6.596677, -2.016782, -0.437501], [-7.204962, -0.389128, -0.737385], [-4.940716, -1.109851, 1.196889], [-6.078269, 1.628470, 0.459463], [-4.637706, 1.365357, 1.458257], [-6.218415, 0.823514, 2.021596], [-3.825960, 1.049976, -3.249432], [-6.631931, 1.348359, -2.068692], [-6.182462, 0.106851, -3.239242], [-6.126300, 1.814228, -3.687613], [-4.844794, 2.860094, -1.007968], [-4.349556, 3.378589, -2.617026], [-3.163385, 2.705508, -1.494822], [-5.458774, -1.938909, -2.375881], [-3.029155, -3.382165, -1.187729], [-4.398751, -4.184202, -1.961724], [-4.622517, -3.308506, -0.444499], [-2.567350, -2.114452, -3.378835], [-3.825063, -1.112228, -4.107816], [-3.959587, -2.871472, -4.149851]], "forces_ev_per_a": [[0.066, -0.034, -0.214], [-0.042, -0.018, -0.026], [0.031, 0.047, -0.049], [-0.061, -0.067, 0.110], [0.097, 0.059, 0.100], [-0.018, -0.002, -0.039], [-0.029, -0.036, -0.099], [-0.009, -0.010, 0.027], [0.001, -0.008, 0.019], [-0.018, 0.003, 0.001], [-0.028, 0.042, -0.023], [0.039, 0.018, 0.065], [0.036, -0.046, 0.043], [-0.019, -0.038, 0.019], [-0.002, -0.014, -0.025], [0.000, 0.018, 0.001], [-0.040, 0.034, 0.043], [-0.024, 0.034, -0.138], [-0.002, 0.002, 0.001], [0.005, -0.001, 0.002], [0.001, 0.003, 0.003], [0.011, 0.012, 0.018], [0.009, 0.005, 0.010], [0.005, -0.005, -0.002], [-0.004, 0.001, 0.002], [0.001, -0.010, 0.005], [0.039, -0.057, 0.050], [0.001, -0.030, -0.277], [-0.080, 0.164, 0.105], [0.052, -0.114, -0.064], [-0.052, -0.084, 0.016], [-0.044, 0.042, -0.003], [0.054, 0.076, 0.002], [-0.025, -0.090, -0.002], [-0.038, 0.021, -0.006], [0.089, 0.066, 0.009], [0.108, 0.037, 0.003], [-0.121, 0.051, -0.044], [-0.015, -0.122, 0.029], [0.043, 0.009, 0.014], [-0.018, -0.039, 0.094], [-0.007, 0.028, 0.044], [0.014, 0.028, -0.011], [0.004, -0.019, -0.015], [0.047, 0.121, 0.098], [-0.005, -0.035, -0.038], [-0.021, 0.003, 0.089], [0.003, -0.045, 0.033], [-0.016, 0.008, -0.017], [0.000, -0.001, -0.007], [-0.015, 0.001, 0.005], [-0.004, 0.004, -0.004], [0.007, 0.001, 0.001], [0.002, -0.008, 0.003], [-0.005, 0.001, -0.005], [-0.015, -0.004, -0.018], [0.013, -0.005, -0.003], [0.009, 0.003, 0.032], [-0.015, -0.016, -0.003], [0.017, 0.002, -0.031], [0.025, -0.017, 0.001], [0.000, -0.025, -0.001], [-0.023, 0.010, 0.019], [-0.002, 0.005, -0.017], [-0.004, -0.002, -0.008], [-0.005, -0.002, -0.001], [0.003, -0.005, -0.008], [0.012, 0.007, 0.010], [-0.005, -0.009, -0.012], [-0.003, 0.030, 0.008], [0.003, 0.000, -0.015], [-0.006, -0.047, 0.024], [-0.024, -0.020, -0.012], [-0.010, -0.004, 0.016], [-0.018, -0.003, -0.008], [-0.001, 0.029, -0.051], [-0.041, 0.164, 0.125], [0.019, -0.213, -0.268], [-0.001, 0.255, 0.444], [0.015, -0.108, -0.188], [-0.022, -0.032, -0.004], [0.011, -0.001, 0.027], [-0.001, 0.016, 0.037], [-0.036, -0.026, -0.028], [0.091, 0.024, 0.076], [0.003, 0.082, 0.042], [0.006, 0.036, -0.025], [0.003, -0.014, -0.030], [0.019, -0.083, -0.041], [-0.013, 0.007, -0.015], [-0.007, -0.040, 0.000], [0.004, 0.004, -0.005], [0.007, -0.002, 0.003], [-0.004, 0.019, -0.032], [0.001, 0.030, 0.022], [-0.005, 0.005, -0.005], [0.014, -0.019, 0.003], [0.003, -0.008, -0.002], [-0.001, -0.007, -0.032], [-0.006, -0.013, 0.027], [0.011, -0.009, 0.003], [-0.009, -0.004, 0.007], [0.001, -0.004, 0.010], [-0.005, -0.011, -0.004], [0.009, -0.015, -0.001], [-0.019, 0.003, -0.026], [0.002, 0.010, -0.003], [0.001, 0.009, -0.008], [0.006, 0.005, -0.005], [-0.003, 0.012, 0.008], [-0.015, 0.002, 0.001], [0.010, -0.007, 0.008]]}


no.,HOMO-LUMO gap (eV)
1,6.6414
2,6.4152